(1)
This record from the OMol25 dataset describes a 2-piece molecular cluster, C10H19NO4S overall. The level of theory is wB97M-V/def2-TZVPD.

Summary:
Relative energy (zero: lowest compared OMol25 entry of this formula, charge and spin), kJ/mol: 525.5
Highest occupied orbital energy, eV: -5.754
Max |F|, eV/Å: 2.44
Charge: 0
Gap between HOMO and LUMO, eV: 3.24
DFT total energy, eV: -31188.79098

CARTESIAN COORDINATES (ANGSTROEM)
C1 3.720 0.027 -0.555
C2 3.977 1.401 0.183
S1 2.455 2.320 0.643
C3 1.644 2.938 -0.881
C4 0.178 2.346 -1.102
C5 -0.614 1.813 0.144
C6 -0.895 0.320 -0.328
C7 -1.028 -0.804 0.752
O1 -1.964 -1.802 0.420
C8 -1.476 -2.671 -0.594
C9 -0.111 0.067 -1.631
N1 0.416 1.193 -2.005
H1 3.919 0.084 -1.653
H2 2.736 -0.429 -0.319
H3 4.494 -0.682 -0.167
H4 4.654 2.035 -0.438
H5 4.508 1.150 1.131
H6 2.270 2.637 -1.758
H7 1.550 4.044 -0.939
H8 -0.478 3.127 -1.550
H9 -0.196 1.963 1.159
H10 -1.585 2.358 0.208
H11 -1.952 0.400 -0.710
H12 -1.437 -0.310 1.667
H13 -0.058 -1.259 1.070
H14 -2.010 -3.637 -0.641
H15 -1.667 -2.159 -1.584
H16 -0.359 -2.778 -0.541
H17 -0.012 -0.906 -2.156
H18 0.979 1.220 -2.854
C10 -4.549 -3.020 3.281
O2 -3.609 -3.849 3.082
O3 -4.392 -1.864 2.526
O4 -5.543 -3.088 4.018
H19 -3.564 -2.185 2.121


(2)
This record from the OMol25 dataset describes a 2-piece molecular cluster, C10H19NSi overall. The level of theory is wB97M-V/def2-TZVPD.

Summary:
SMILES: C=C/C=C/[Si](C)(C)C.CC=C=N
Relative energy (zero: lowest compared OMol25 entry of this formula, charge and spin), kJ/mol: 363.4
Highest occupied orbital energy, eV: -8.496
Max |F|, eV/Å: 4.38
Charge: 0
Gap between HOMO and LUMO, eV: 9.13
DFT total energy, eV: -20041.69405

CARTESIAN COORDINATES (ANGSTROEM)
C1 -0.348 3.405 -0.290
C2 -1.558 2.803 -0.422
C3 -1.796 1.394 -0.301
C4 -0.958 0.371 -0.065
Si1 -1.721 -1.312 0.196
C5 -1.886 -1.342 2.171
C6 0.036 -2.236 -0.150
C7 -3.079 -1.858 -1.030
H1 -0.192 4.449 -0.347
H2 0.511 2.924 0.153
H3 -2.393 3.355 -0.638
H4 -2.839 1.126 -0.124
H5 0.125 0.574 -0.296
H6 -2.294 -2.252 2.494
H7 -0.854 -1.262 2.552
H8 -2.551 -0.472 2.661
H9 0.456 -2.467 0.784
H10 -0.262 -3.134 -0.605
H11 0.850 -1.699 -0.691
H12 -2.755 -1.897 -2.026
H13 -3.255 -2.800 -0.761
H14 -3.837 -1.204 -0.978
C8 4.238 -0.347 -1.059
C9 3.035 0.446 -0.664
C10 2.810 1.081 0.449
N1 2.540 1.877 1.303
H15 4.464 -0.376 -2.066
H16 4.074 -1.351 -0.725
H17 5.126 0.171 -0.447
H18 2.091 0.543 -1.209
H19 2.218 1.490 2.130


(3)
This record from the OMol25 dataset describes C10H20AsINO4S3 as an isolated structure. The level of theory is wB97M-V/def2-TZVPD.

Summary:
Highest occupied orbital energy, eV: -4.952
Max |F|, eV/Å: 3.94
Charge: -1
Gap between HOMO and LUMO, eV: 7.32
DFT total energy, eV: -121817.42913

CARTESIAN COORDINATES (ANGSTROEM)
C1 -0.514 -3.632 0.524
C2 -0.764 -3.375 -0.971
O1 -1.634 -2.326 -1.363
C3 -2.027 -1.387 -0.405
As1 -0.609 0.008 0.071
C4 0.937 1.252 0.557
C5 2.321 0.578 0.429
C6 3.280 1.288 1.453
S1 4.740 0.230 1.783
C7 -1.981 1.528 0.103
C8 -1.603 2.778 0.862
O2 -1.430 2.904 1.991
I1 -1.378 4.647 -0.325
N1 -0.733 -0.405 2.006
C9 -1.726 -0.219 2.565
S2 -3.061 0.229 3.354
S3 -0.305 0.325 -2.230
C10 0.427 1.912 -2.721
O3 -1.547 0.226 -3.011
O4 0.636 -0.697 -2.706
H1 -0.179 -4.680 0.629
H2 -1.415 -3.559 1.149
H3 0.291 -3.026 0.959
H4 0.217 -3.203 -1.451
H5 -1.134 -4.313 -1.422
H6 -2.831 -0.792 -0.875
H7 -2.507 -1.841 0.478
H8 0.474 -1.119 -0.030
H9 0.801 1.510 1.618
H10 0.946 2.204 0.002
H11 2.746 0.798 -0.560
H12 2.341 -0.482 0.700
H13 2.755 1.428 2.410
H14 3.570 2.291 1.120
H15 4.218 -0.768 2.539
H16 -2.063 1.848 -0.950
H17 -3.010 1.216 0.341
H18 0.546 1.854 -3.813
H19 1.431 2.000 -2.289
H20 -0.226 2.769 -2.519


(4)
This record from the OMol25 dataset describes a 2-piece molecular cluster, C10H20B2BrF3IN3O9PS overall. The level of theory is wB97M-V/def2-TZVPD.

Summary:
Highest occupied orbital energy, eV: -12.277
Max |F|, eV/Å: 0.60
Charge: +1
Gap between HOMO and LUMO, eV: 8.15
DFT total energy, eV: -141366.77011

CARTESIAN COORDINATES (ANGSTROEM)
O1 -0.145 3.257 -2.494
B1 -1.026 2.568 -1.705
O2 -2.379 2.592 -1.827
O3 -0.527 1.645 -0.763
C1 -0.195 1.950 0.530
Br1 -0.739 3.763 0.999
C2 1.310 1.705 0.767
S1 2.413 2.889 -0.022
C3 1.591 0.251 0.349
B2 3.113 -0.206 0.547
O4 3.857 -0.188 -0.586
O5 3.617 -0.724 1.708
N1 0.654 -0.711 0.992
C4 -0.669 -0.294 1.015
N2 -1.579 -1.127 0.641
P1 -3.385 -0.981 0.206
O6 -3.279 0.200 -0.850
I1 -4.310 0.076 2.186
N3 -1.023 1.026 1.363
C5 -0.938 1.283 2.839
C6 -0.875 0.042 3.725
C7 -1.113 0.406 5.173
F1 -0.146 1.219 5.629
F2 -1.134 -0.685 5.936
F3 -2.278 1.047 5.342
H1 -0.202 4.219 -2.454
H2 -2.684 3.057 -2.616
H3 1.527 1.816 1.834
H4 2.239 2.400 -1.258
H5 1.392 0.164 -0.723
H6 4.812 -0.138 -0.445
H7 3.199 -0.468 2.536
H8 0.972 -1.102 1.871
H9 -1.196 -2.046 0.419
H10 -3.119 1.114 -0.553
H11 -1.832 1.853 3.092
H12 -0.081 1.920 3.060
H13 -1.613 -0.715 3.457
H14 0.117 -0.423 3.718
C8 2.171 -1.372 -2.829
O7 1.773 -2.393 -3.744
C9 0.487 -2.731 -3.638
O8 -0.293 -2.263 -2.839
O9 0.216 -3.660 -4.541
C10 -1.140 -4.126 -4.546
H15 3.227 -1.197 -3.001
H16 1.601 -0.463 -3.020
H17 2.010 -1.702 -1.804
H18 -1.823 -3.305 -4.757
H19 -1.391 -4.573 -3.586
H20 -1.185 -4.870 -5.333


(5)
This record from the OMol25 dataset describes a 2-piece molecular cluster, C10H20BBrNO3 overall. The level of theory is wB97M-V/def2-TZVPD.

Summary:
Highest occupied orbital energy, eV: -5.109
Max |F|, eV/Å: 5.45
Charge: -1
Gap between HOMO and LUMO, eV: 7.73
DFT total energy, eV: -89044.27664

CARTESIAN COORDINATES (ANGSTROEM)
C1 -0.885 -4.329 0.895
C2 0.667 -3.770 0.622
N1 0.872 -3.245 -0.651
C3 1.819 -3.904 1.770
B1 1.975 -2.658 2.809
C4 1.056 -1.334 2.524
C5 1.834 -0.159 1.621
C6 1.346 -0.112 0.056
Br1 1.625 1.779 -0.655
H1 -1.455 -3.718 1.714
H2 -1.500 -4.243 -0.120
H3 -0.797 -5.482 1.118
H4 1.883 -2.974 -0.687
H5 2.873 -4.125 1.278
H6 1.576 -4.875 2.421
H7 1.705 -3.067 3.901
H8 3.128 -2.337 2.856
H9 0.898 -0.810 3.586
H10 -0.029 -1.542 2.124
H11 1.504 0.883 2.099
H12 3.005 -0.199 1.744
H13 2.014 -0.791 -0.660
H14 0.236 -0.441 -0.127
C7 -2.725 3.352 -0.969
C8 -2.163 3.487 -2.370
C9 -0.798 4.105 -2.410
O1 -0.770 4.709 -3.691
C10 -2.069 4.994 -4.013
O2 -2.410 5.688 -4.954
O3 -2.934 4.399 -3.137
H15 -3.706 2.865 -1.001
H16 -2.064 2.760 -0.330
H17 -2.881 4.334 -0.508
H18 -2.180 2.516 -2.879
H19 -0.003 3.359 -2.318
H20 -0.647 4.884 -1.655


(6)
This record from the OMol25 dataset describes an isolated molecule of C10H20BN3O5. The level of theory is wB97M-V/def2-TZVPD.

Summary:
Highest occupied orbital energy, eV: -8.321
Max |F|, eV/Å: 5.73
Charge: 0
Gap between HOMO and LUMO, eV: 8.40
DFT total energy, eV: -26077.73678

CARTESIAN COORDINATES (ANGSTROEM)
C1 -4.238 2.853 2.055
C2 -3.756 3.678 0.785
O1 -2.803 3.011 -0.054
C3 -3.313 1.795 -0.608
C4 -2.456 0.608 0.036
N1 -1.133 0.451 -0.607
C5 -0.933 0.426 -2.107
O2 -1.058 -0.675 -2.665
O3 -0.607 1.499 -2.726
C6 -0.042 0.318 0.083
N2 0.118 0.275 1.506
C7 1.260 -0.557 1.965
C8 2.074 -0.605 0.593
B1 2.485 -2.097 0.111
O4 1.462 -3.071 -0.060
O5 3.829 -2.492 -0.119
C9 3.900 -3.073 -1.460
C10 5.431 -3.145 -1.842
N3 1.298 0.181 -0.417
H1 -5.361 2.949 2.106
H2 -4.014 1.755 2.017
H3 -3.764 3.272 2.992
H4 -4.644 4.069 0.211
H5 -3.223 4.594 1.184
H6 -4.401 1.610 -0.361
H7 -3.239 1.753 -1.738
H8 -2.247 0.949 1.094
H9 -3.042 -0.345 0.125
H10 -0.010 1.191 1.938
H11 0.835 -1.542 2.299
H12 1.682 0.060 2.806
H13 3.037 -0.065 0.844
H14 1.144 -3.377 0.811
H15 3.420 -4.083 -1.539
H16 3.411 -2.352 -2.182
H17 5.602 -3.108 -2.950
H18 6.036 -2.301 -1.393
H19 5.860 -4.101 -1.415
H20 1.401 -0.305 -1.316